Model A:
ORCA calculation (ωB97M-V with the def2-TZVPD basis set) on a structure of composition C4H5NOS2.

```
13
C4H5NOS2, DFT ωB97M-V with the def2-TZVPD basis set
C 0.42 0.65 -0.35
C 1.74 0.30 -0.30
C 0.62 -1.31 0.49
C -0.26 -0.47 -0.09
H -0.13 2.94 0.45
H 2.56 1.16 -0.48
H 2.73 -1.36 0.71
H -0.63 -2.72 0.71
H -2.67 -0.38 -1.03
N 1.93 -0.96 0.17
O 0.35 -2.38 1.49
S -0.09 2.22 -0.95
S -1.99 -0.28 0.20
```

gap between HOMO and LUMO = 8.389 eV
2S+1 = 1

Here are the Löwdin charges for atoms 1 to 4, given in e:
1 C -0.781
2 C -0.189
3 C -0.371
4 C -0.667



Model B:
ORCA calculation (ωB97M-V with the def2-TZVPD basis set) on an isolated molecule of C4H5NOS2.

```
13
C4H5NOS2, DFT ωB97M-V with the def2-TZVPD basis set
C 1.32 -0.28 0.55
C 0.02 0.22 0.03
C -0.24 1.64 0.03
C -1.22 -0.27 -0.43
H 2.38 -1.72 -1.28
H 1.75 0.37 1.26
H 1.26 -1.29 0.96
H 0.12 2.62 0.01
H -2.87 -1.72 0.65
N -1.45 1.98 -0.38
O -2.04 0.77 -0.60
S 2.71 -0.40 -0.56
S -1.75 -1.92 -0.25
```

gap between HOMO and LUMO = 9.333 eV
2S+1 = 1
SMILES = SCc1cnoc1S

Here are the Löwdin charges for atoms 1 to 4, given in e:
1 C -0.582
2 C -0.265
3 C -0.094
4 C -0.650



Model C:
ORCA calculation (ωB97M-V with the def2-TZVPD basis set) on an isolated molecule of C4H5NOS2.

```
13
C4H5NOS2, DFT ωB97M-V with the def2-TZVPD basis set
C 0.22 0.97 -1.66
C 1.09 -0.03 0.80
C -0.40 -0.18 0.94
C -1.00 -0.20 2.13
H 0.54 -1.17 -1.97
H -0.18 1.94 -1.43
H -1.03 -0.12 0.06
H -0.37 -0.40 3.09
H -2.10 -0.21 2.06
N -0.49 0.28 -2.49
O -0.09 -1.03 -2.72
S 1.65 0.27 -0.85
S 2.15 -0.11 2.02
```

gap between HOMO and LUMO = 8.020 eV
2S+1 = 1
SMILES = C=CC(=S)S/C=N\O

Here are the Löwdin charges for atoms 1 to 4, given in e:
1 C -0.458
2 C -1.109
3 C -0.275
4 C 0.014



Preferred: model B; penalty for the next structure: 0.0050 hartree.



Model A:
ORCA calculation (ωB97M-V with the def2-TZVPD basis set) on a cluster of 8 separate species, C8H24N8O16 in total.

```
56
C8H24N8O16, DFT ωB97M-V with the def2-TZVPD basis set
C 0.71 3.85 -0.34
N 1.86 2.89 -0.28
O 2.94 3.35 -0.02
O 1.63 1.72 -0.52
H 0.99 4.54 -1.14
H 0.67 4.27 0.66
H -0.22 3.38 -0.64
C -4.20 -1.45 0.06
N -3.46 -1.32 -1.23
O -3.90 -0.59 -2.07
O -2.47 -2.00 -1.36
H -5.16 -1.88 -0.19
H -4.38 -0.43 0.42
H -3.57 -1.99 0.75
C -1.29 -3.82 1.65
N -1.91 -5.18 1.52
O -1.33 -6.12 2.00
O -3.01 -5.22 1.03
H -0.47 -3.78 2.35
H -2.05 -3.10 1.91
H -0.90 -3.73 0.63
C 0.20 -0.33 -0.20
N -0.40 -0.26 1.13
O -1.60 -0.21 1.27
O 0.34 -0.28 2.09
H -0.36 0.35 -0.84
H 0.15 -1.37 -0.51
H 1.23 -0.02 -0.07
C -2.37 2.62 2.09
N -2.80 2.38 0.68
O -3.97 2.14 0.45
O -1.93 2.47 -0.17
H -1.29 2.69 2.11
H -2.73 1.88 2.79
H -2.77 3.59 2.37
C 0.74 -0.48 -3.75
N 0.22 -1.68 -4.46
O -0.31 -2.56 -3.80
O 0.37 -1.73 -5.67
H -0.10 0.00 -3.25
H 1.22 0.10 -4.53
H 1.49 -0.80 -3.04
C 2.59 1.14 3.18
N 1.41 2.00 3.36
O 1.30 2.92 2.57
O 0.67 1.82 4.29
H 2.55 0.33 3.90
H 3.45 1.80 3.27
H 2.57 0.63 2.22
C 4.49 -0.12 -2.36
N 3.89 -0.66 -1.12
O 4.12 -0.09 -0.09
O 3.21 -1.66 -1.20
H 5.41 -0.66 -2.59
H 4.79 0.90 -2.15
H 3.74 -0.21 -3.14
```

gap between HOMO and LUMO = 10.652 eV
2S+1 = 1
SMILES = C[N+](=O)[O-].C[N+](=O)[O-].C[N+](=O)[O-].C[N+](=O)[O-].C[N+](=O)[O-].C[N+](=O)[O-].C[N+](=O)[O-].C[N+](=O)[O-]

Here are the Löwdin charges for atoms 1 to 4, given in e:
1 C 0.059
2 N -0.413
3 O 0.091
4 O -0.008



Model B:
ORCA calculation (ωB97M-V with the def2-TZVPD basis set) on a structure of composition C8H24N8O16.

```
56
C8H24N8O16, DFT ωB97M-V with the def2-TZVPD basis set
C 1.91 1.19 2.94
N 0.53 1.27 2.35
O -0.30 0.41 2.70
O 0.25 2.15 1.54
H 1.81 1.21 4.03
H 2.50 1.99 2.50
H 2.47 0.34 2.54
C -0.45 0.51 0.02
N -0.27 -0.53 -1.00
O -0.56 -1.68 -0.75
O 0.11 -0.21 -2.12
H -1.04 0.07 0.83
H -0.94 1.35 -0.46
H 0.45 0.72 0.61
C 2.73 0.08 -0.52
N 3.30 0.93 0.56
O 4.21 0.48 1.26
O 2.70 1.96 0.79
H 3.50 -0.55 -0.99
H 2.30 0.77 -1.25
H 1.95 -0.49 -0.02
C -2.13 -2.62 0.48
N -3.17 -2.94 1.51
O -3.48 -4.14 1.60
O -3.54 -2.02 2.23
H -2.67 -1.92 -0.16
H -1.85 -3.55 0.00
H -1.24 -2.17 0.91
C 0.53 -2.60 -2.84
N 1.51 -2.80 -3.96
O 1.28 -3.72 -4.77
O 2.57 -2.17 -3.95
H 0.45 -3.57 -2.34
H -0.43 -2.21 -3.18
H 0.94 -1.89 -2.12
C 1.92 3.92 -0.27
N 1.32 2.78 -1.00
O 0.38 2.21 -0.48
O 1.91 2.42 -1.98
H 2.92 4.10 -0.68
H 2.06 3.57 0.75
H 1.23 4.77 -0.24
C -1.42 -1.28 3.49
N -2.30 -0.41 2.70
O -2.08 -0.32 1.51
O -3.24 0.16 3.22
H -1.99 -1.76 4.28
H -0.64 -0.68 3.95
H -0.95 -2.04 2.86
C -1.94 0.70 -2.64
N -2.41 2.02 -2.20
O -2.84 2.77 -3.03
O -2.35 2.31 -1.00
H -0.93 0.81 -3.04
H -2.61 0.30 -3.40
H -1.96 0.01 -1.79
```

gap between HOMO and LUMO = 8.277 eV
2S+1 = 1

Here are the Löwdin charges for atoms 1 to 4, given in e:
1 C 0.085
2 N -0.288
3 O -0.041
4 O 0.068



Preferred: model A; penalty for the next structure: 0.4397 hartree.



Model A:
ORCA calculation (ωB97M-V with the def2-TZVPD basis set) on the ion C4H10NO2 with charge -1.

```
17
C4H10NO2, DFT ωB97M-V with the def2-TZVPD basis set
C -0.99 1.06 -1.34
N -0.29 -0.22 -1.34
C 0.32 -0.55 -0.06
C 1.19 0.59 0.51
O 1.91 0.13 1.64
C -0.75 -1.15 0.92
O -1.82 -1.61 0.21
H -0.26 1.87 -1.30
H -1.54 1.07 -2.29
H -1.76 1.15 -0.56
H -1.01 -0.94 -1.37
H 1.08 -1.30 -0.30
H 1.86 0.98 -0.26
H 0.55 1.41 0.87
H 2.80 -0.12 1.44
H -0.31 -1.98 1.51
H -1.01 -0.39 1.71
```

gap between HOMO and LUMO = 6.006 eV
2S+1 = 1
SMILES = CN[C@H](C[O-])CO
total charge = -1

Here are the Löwdin charges for atoms 1 to 4, given in e:
1 C -0.162
2 N -0.113
3 C -0.363
4 C -0.259



Model B:
ORCA calculation (ωB97M-V with the def2-TZVPD basis set) on a cluster of 2 separate species, C4H10NO2 in total.

```
17
C4H10NO2, DFT ωB97M-V with the def2-TZVPD basis set
N -0.85 -2.44 -0.04
C -1.25 -1.97 1.39
O -1.42 -2.92 2.24
H -1.69 -2.86 -0.45
H -0.25 -3.24 0.17
H -0.48 -1.21 1.62
H -2.16 -1.21 1.16
O 2.04 3.19 -1.99
C 1.76 2.57 -0.97
C 0.37 2.06 -0.70
C 0.41 0.58 -0.26
H 2.57 2.18 -0.32
H -0.21 2.12 -1.60
H -0.06 2.67 0.11
H 0.84 -0.11 -1.05
H -0.59 0.23 0.03
H 0.97 0.36 0.69
```

gap between HOMO and LUMO = 6.005 eV
2S+1 = 1
total charge = -1

Here are the Löwdin charges for atoms 1 to 4, given in e:
1 N -0.052
2 C -0.690
3 O -0.312
4 H 0.013



Preferred: model B; penalty for the next structure: 0.0045 hartree.



Model A:
ORCA calculation (ωB97M-V with the def2-TZVPD basis set) on a cluster of 2 separate species, C4H10NO2 in total.

```
17
C4H10NO2, DFT ωB97M-V with the def2-TZVPD basis set
C 1.88 -0.28 -0.57
C 0.62 -0.88 -1.14
C 0.05 -2.01 -0.28
H 1.72 0.11 0.43
H 2.23 0.55 -1.20
H 2.70 -1.00 -0.55
H 0.83 -1.29 -2.15
H -0.17 -0.14 -1.27
H -0.90 -2.37 -0.68
H 0.72 -2.88 -0.25
H -0.08 -1.65 0.74
N -2.30 2.27 1.23
C -1.08 1.57 0.96
O -0.81 0.63 1.74
O -0.44 1.97 -0.04
H -2.62 2.20 2.19
H -2.34 3.19 0.82
```

gap between HOMO and LUMO = 8.303 eV
2S+1 = 1
total charge = -1

Here are the Löwdin charges for atoms 1 to 4, given in e:
1 C -0.144
2 C -0.339
3 C -0.137
4 H 0.064



Model B:
ORCA calculation (ωB97M-V with the def2-TZVPD basis set) on the ion C4H10NO2 with charge -1.

```
17
C4H10NO2, DFT ωB97M-V with the def2-TZVPD basis set
C 1.15 -0.37 1.75
O 0.67 0.05 2.93
C 0.20 0.21 0.63
C 0.58 -0.37 -0.77
C -0.09 0.17 -1.96
O -1.63 0.46 -2.09
N -1.35 0.30 0.98
H 1.08 -1.57 1.53
H 2.17 -0.08 1.53
H 0.45 1.24 0.62
H 0.54 -1.41 -0.72
H 1.65 -0.06 -0.71
H -0.14 -0.45 -2.87
H 0.49 1.16 -2.04
H -1.92 0.37 -1.19
H -1.62 -0.27 1.89
H -2.22 0.61 0.50
```

gap between HOMO and LUMO = 6.373 eV
2S+1 = 1
SMILES = N[C@@H](C[O-])CCO
total charge = -1

Here are the Löwdin charges for atoms 1 to 4, given in e:
1 C -0.524
2 O -0.353
3 C -0.331
4 C -0.228



Preferred: model A; penalty for the next structure: 0.1864 hartree.



Model A:
ORCA calculation (ωB97M-V with the def2-TZVPD basis set) on an isolated molecule of C5H10N2.

```
17
C5H10N2, DFT ωB97M-V with the def2-TZVPD basis set
C -0.22 1.86 0.61
C -0.30 1.40 -0.83
N 0.71 0.20 -1.62
C -0.46 -0.17 -1.01
C -0.41 -1.02 0.25
C 0.37 -2.28 0.19
N 0.87 -1.14 0.94
H -0.05 2.94 0.65
H 0.59 1.36 1.14
H -1.16 1.64 1.13
H -1.07 1.87 -1.45
H 0.67 1.69 -1.35
H -1.35 -0.39 -1.62
H -1.29 -0.97 0.89
H 0.07 -3.14 0.79
H 0.85 -2.53 -0.76
H 1.55 -0.65 0.36
```

gap between HOMO and LUMO = 9.704 eV
2S+1 = 1

Here are the Löwdin charges for atoms 1 to 4, given in e:
1 C -0.069
2 C -0.239
3 N 0.090
4 C -0.392



Model B:
ORCA calculation (ωB97M-V with the def2-TZVPD basis set) on an isolated molecule of C5H10N2.

```
17
C5H10N2, DFT ωB97M-V with the def2-TZVPD basis set
C -0.38 0.82 -0.55
C -0.59 -0.03 -1.87
C -0.26 0.04 0.75
C 0.67 -1.04 0.46
C 0.09 0.80 1.99
N 0.91 -1.40 -0.80
N 0.45 -0.99 -2.02
H 0.65 1.23 -0.78
H -1.16 1.61 -0.57
H -1.59 -0.49 -2.07
H -0.48 0.72 -2.69
H -1.24 -0.31 0.98
H 1.01 -1.79 1.16
H 0.07 0.08 2.72
H -0.70 1.65 2.24
H 1.00 1.31 1.99
H 1.55 -2.22 -0.94
```

gap between HOMO and LUMO = 8.118 eV
2S+1 = 1

Here are the Löwdin charges for atoms 1 to 4, given in e:
1 C -0.146
2 C -0.267
3 C -0.425
4 C -0.084



Preferred: model B; penalty for the next structure: 0.0702 hartree.